41
Properties=species:S:1:pos:R:3 method="wB97M-V/def2-TZVPD" homo_lumo_gap_ev="5.41 / 6.24" lumo_ev="-6.874 / -10.372" relative_energy_kcal_mol=0.00 s2=6.013 charge=+2 multiplicity=5
Rh -0.01920 0.28192 -0.30350
P 1.94281 -0.74365 0.06228
C 2.32863 -1.17331 -1.69683
C 1.05846 -1.58590 -2.38496
N -0.09886 -1.10548 -1.88438
C -1.28174 -1.40798 -2.44219
C -1.34086 -2.27939 -3.52986
C -0.16861 -2.80259 -4.06841
C 1.03304 -2.43763 -3.48570
C -2.52529 -0.74314 -1.91201
P -2.08692 0.69157 -0.85948
H 1.99216 -2.79330 -3.86326
H -2.33013 -2.49548 -3.91558
H -0.21643 -3.48448 -4.92417
H -3.17810 -0.37580 -2.71708
H -3.10248 -1.44188 -1.28920
H 2.70922 -0.21829 -2.13852
H 3.05772 -1.99533 -1.70788
H 0.85845 3.25234 -1.77348
O 1.49488 2.60670 -2.19648
H 1.98395 3.14053 -2.85137
H -0.21694 3.51395 -0.04120
O -0.29603 4.02023 -0.89954
H -0.61755 4.92330 -0.70271
C -2.14475 2.09524 -1.97939
H -3.09793 2.10385 -2.51474
H -1.99534 3.01198 -1.39631
H -1.30718 2.01640 -2.68175
C -3.33662 0.82967 0.42414
H -3.02836 1.62982 1.10850
H -4.31172 1.06120 -0.02386
H -3.39721 -0.11812 0.97539
C 1.91908 -2.32689 0.94242
H 2.82487 -2.91303 0.74006
H 1.85572 -2.12496 2.01902
H 1.04149 -2.90840 0.63500
C 3.31387 0.26320 0.65861
H 3.06615 0.57927 1.67701
H 4.25254 -0.30234 0.65604
H 3.40023 1.14264 0.01156
Cl 0.05158 1.91369 1.31252

***

45
Properties=species:S:1:pos:R:3 method="wB97M-V/def2-TZVPD" homo_lumo_gap_ev="8.84 / 9.70" lumo_ev="-0.514 / 0.178" s2=2.026 multiplicity=3
V -0.04513 -0.27557 0.39857
O 0.85480 -2.64704 -0.09332
Cl 0.84427 -1.78952 -1.25877
O 1.43898 -2.33606 -2.40510
O -0.55007 -1.33750 -1.45212
O 1.53959 -0.52174 -0.80233
C -2.34931 2.18690 2.29607
Si -2.51738 1.74872 0.47884
C -3.61693 0.26514 0.18498
C -3.45150 3.15951 -0.31566
C -0.83725 1.43596 -0.31123
Si 0.37856 2.87414 -0.41348
C -0.47195 4.47867 -0.84618
C 1.27435 3.15042 1.19288
C 1.62198 2.56588 -1.76510
H -3.21495 1.84054 2.86682
H -2.29716 3.27456 2.39959
H -1.44853 1.78268 2.76028
H -4.47784 0.28258 0.85942
H -3.12456 -0.69806 0.31057
H -3.99993 0.31767 -0.83831
H -4.49727 3.09824 0.00407
H -3.43817 3.08787 -1.40670
H -3.07377 4.14052 -0.03440
H -1.08434 1.17963 -1.35661
H -1.01639 4.89298 0.00454
H -1.16737 4.37458 -1.68134
H 0.29215 5.20853 -1.13200
H 0.57603 3.24440 2.03032
H 1.84433 4.08198 1.12928
H 1.97672 2.34968 1.43059
H 1.12976 2.43943 -2.73347
H 2.23817 1.68546 -1.58382
H 2.29031 3.42863 -1.84029
O -1.25598 -0.89596 1.85259
C -0.37788 -0.56511 2.72477
C -0.35950 -0.90314 4.17866
C 0.93096 -0.21895 4.63424
C 1.59108 0.27290 3.34638
O 2.69659 0.71197 3.23233
N 0.66624 0.11597 2.28283
H -0.33841 -1.98841 4.28506
H -1.27004 -0.54407 4.65715
H 1.62002 -0.86793 5.16947
H 0.73819 0.65041 5.26273

***

37
Properties=species:S:1:pos:R:3 method="wB97M-V/def2-TZVPD" homo_lumo_gap_ev=9.08 lumo_ev=0.755 relative_energy_kcal_mol=71.94
C -0.77038 -5.21915 1.15984
C -1.09788 -3.87043 0.23710
C -2.33633 -3.09675 1.03760
P -3.97009 -3.99000 0.51385
H 0.05031 -5.91103 0.69269
H -0.53339 -4.83469 2.23941
H -1.78713 -5.82112 1.22817
H -1.43751 -4.16774 -0.86247
H -0.17454 -3.13886 0.20072
H -2.10199 -3.24218 2.19608
H -2.36498 -1.96533 0.73983
H -4.33195 -4.94494 1.55747
H -3.57726 -4.84063 -0.61492
C -0.39127 2.42103 0.70412
C -1.36105 1.88626 1.75316
C -0.66753 1.06108 2.83890
C 0.01865 -0.14091 2.21066
N 0.58778 -1.13813 1.68946
H 0.10357 1.61003 0.16034
H -0.92621 3.02710 -0.03386
H 0.38000 3.04781 1.16618
H -2.12370 1.27683 1.25300
H -1.87929 2.73042 2.22110
H -1.40204 0.71287 3.57268
H 0.07766 1.66703 3.36557
C 1.63560 2.31941 -3.17129
C 2.69892 3.39786 -3.35356
C 3.76063 3.37888 -2.25213
C 3.10486 3.62144 -0.90253
N 2.56081 3.82279 0.21706
H 1.07260 2.45962 -2.24303
H 0.91579 2.35252 -3.99523
H 2.08815 1.32137 -3.15319
H 2.20829 4.37856 -3.38037
H 3.18696 3.25528 -4.32393
H 4.50587 4.16007 -2.43532
H 4.27809 2.41362 -2.23317